Record 1
17
Properties=species:S:1:pos:R:3 method="wB97M-V/def2-TZVPD" lumo_energy_ha=0.00938 energy_ha=-272.59379 gap_ev=8.059 smiles="C=C/C=C/C(=C)C" relative_energy_kj_mol=326.1
C 1.69 1.41 -1.66
C 1.37 0.23 -0.73
C 2.20 -0.70 -0.25
C -0.65 -0.31 0.83
C -0.08 0.20 -0.28
C -2.86 -0.89 1.83
C -2.10 -0.50 0.78
H 2.07 2.30 -1.15
H 2.42 1.09 -2.40
H 0.76 1.63 -2.20
H 2.19 -1.06 0.77
H 2.97 -1.21 -0.85
H -0.17 -0.79 1.68
H -0.76 0.56 -1.06
H -3.80 -0.42 2.06
H -2.58 -1.73 2.48
H -2.65 0.18 0.12

=====

Record 2
3
Properties=species:S:1:pos:R:3 method="wB97M-V/def2-TZVPD" lumo_energy_ha=0.09319 charge=-1 energy_ha=-1082.80259 gap_ev=7.245 relative_energy_kj_mol=163.1
Na -0.08 0.11 -0.74
Cl -1.69 0.11 1.11
Cl 1.77 -0.22 -0.37

=====

Record 3
17
Properties=species:S:1:pos:R:3 method="wB97M-V/def2-TZVPD" lumo_energy_ha=0.03411 energy_ha=-326.09554 gap_ev=9.743 smiles=CNCCO.O relative_energy_kj_mol=94.4
C -0.64 1.12 -1.39
N -0.07 0.05 -0.56
C -1.00 -0.95 -0.07
C -0.26 -1.82 0.91
O -0.18 -1.29 2.22
H -1.67 0.94 -1.71
H 0.00 1.25 -2.26
H -0.70 2.06 -0.84
H 0.36 0.56 0.20
H -1.85 -0.38 0.35
H -1.36 -1.47 -0.96
H -0.68 -2.82 0.89
H 0.75 -1.96 0.54
H -1.08 -1.02 2.44
H 1.78 1.56 -1.47
H 2.85 2.22 -0.75
O 1.91 2.35 -0.92

=====

Record 4
114
Properties=species:S:1:pos:R:3 method="wB97M-V/def2-TZVPD" lumo_energy_ha=0.07596 charge=-1 energy_ha=-3240.43427 gap_ev=8.216
C 1.65 -1.26 1.28
C 0.33 -0.46 0.81
O -0.59 -0.41 1.67
N 0.13 0.14 -0.51
C 1.31 0.03 -1.39
C 1.06 -0.66 -2.83
O 2.46 0.45 -1.16
S -0.48 1.76 -0.46
O 0.39 2.55 -1.43
O -0.35 2.44 0.88
N -2.08 1.89 -1.12
S -3.18 0.89 -0.29
O -3.19 1.20 1.20
O -4.57 1.24 -0.81
C -2.87 -0.90 -0.63
C -3.02 -1.99 0.44
C -2.70 -3.43 0.09
N -2.25 -4.03 -1.11
C -2.17 -2.99 -2.07
C -2.43 -1.51 -1.97
H 2.22 -1.74 0.42
H 1.25 -2.14 1.92
H 2.31 -0.65 1.99
H 0.15 -0.19 -3.37
H 1.96 -0.45 -3.50
H 0.92 -1.79 -2.76
H -3.37 -1.71 1.49
H -2.85 -4.19 0.95
H -1.85 -3.36 -3.12
H -2.28 -0.83 -2.87
C 4.85 -5.17 2.74
C 5.68 -4.78 1.52
C 5.16 -3.52 0.82
C 3.76 -3.74 0.34
N 2.65 -3.91 -0.03
H 3.82 -5.41 2.46
H 5.27 -6.05 3.22
H 4.83 -4.36 3.47
H 5.69 -5.62 0.81
H 6.71 -4.61 1.83
H 5.79 -3.28 -0.04
H 5.17 -2.67 1.50
C -2.18 3.63 3.14
C -1.79 5.01 3.66
C -0.77 4.95 4.81
C -1.35 4.19 5.97
N -1.80 3.60 6.88
H -2.67 3.03 3.91
H -2.88 3.73 2.31
H -1.30 3.08 2.78
H -2.69 5.53 4.00
H -1.36 5.59 2.84
H -0.51 5.96 5.13
H 0.15 4.45 4.48
C 3.40 2.47 2.69
C 4.03 2.08 4.02
C 5.52 1.78 3.91
C 5.75 0.64 2.96
N 5.92 -0.26 2.21
H 3.46 1.66 1.95
H 2.34 2.70 2.82
H 3.89 3.36 2.27
H 3.50 1.20 4.41
H 3.88 2.89 4.74
H 5.93 1.52 4.88
H 6.06 2.66 3.54
C 0.73 -2.04 -6.27
C -0.29 -1.41 -7.21
C -1.58 -1.01 -6.50
C -2.23 -2.22 -5.89
N -2.74 -3.17 -5.42
H 0.36 -2.97 -5.83
H 1.65 -2.28 -6.81
H 0.99 -1.35 -5.45
H -0.51 -2.12 -8.01
H 0.15 -0.52 -7.67
H -2.28 -0.55 -7.21
H -1.38 -0.28 -5.71
C 3.45 5.39 -3.76
C 4.03 4.07 -3.25
C 4.44 3.12 -4.38
C 3.24 2.78 -5.22
N 2.31 2.51 -5.88
H 2.53 5.23 -4.33
H 3.20 6.04 -2.92
H 4.17 5.91 -4.40
H 3.29 3.58 -2.61
H 4.90 4.28 -2.63
H 4.86 2.20 -3.96
H 5.20 3.59 -5.01
C -6.28 -2.75 -6.10
C -7.71 -2.32 -5.81
C -7.80 -1.22 -4.76
C -7.21 -1.70 -3.46
N -6.75 -2.08 -2.45
H -5.79 -3.18 -5.22
H -6.26 -3.52 -6.88
H -5.68 -1.91 -6.45
H -8.28 -3.20 -5.48
H -8.17 -1.97 -6.74
H -8.84 -0.94 -4.59
H -7.25 -0.33 -5.08
C -2.93 0.27 7.55
C -2.30 -0.13 8.88
C -0.80 -0.45 8.75
C -0.60 -1.60 7.81
N -0.45 -2.50 7.07
H -2.88 -0.54 6.82
H -3.99 0.52 7.69
H -2.43 1.15 7.13
H -2.83 -1.00 9.28
H -2.43 0.69 9.59
H -0.39 -0.72 9.73
H -0.26 0.42 8.38

=====

| no. | E_HOMO (eV) |
| --- | --- |
| 1 | -7.80 |
| 2 | -4.71 |
| 3 | -8.82 |
| 4 | -6.15 |